[1]
A molecular structure, C39H51BrPSr. Source: the Open Molecules 2025 dataset; level of theory: ωB97M-V with the def2-TZVPD basis set.

Structure (XYZ):
```
93
Properties=species:S:1:pos:R:3:forces:R:3
Sr 0.5538 0.9882 0.1438 2.40 -0.37 0.15
Br 4.0838 0.2345 -0.4694 -0.02 0.06 -0.07
P 0.7719 -2.2591 -0.1451 -0.82 0.07 -0.29
C 1.4224 -3.1578 -1.6796 0.08 -0.03 0.12
C -1.8902 -0.2772 0.0173 -0.17 -0.09 -0.08
C 5.5292 4.6274 0.1423 0.04 -0.04 0.00
C 1.6200 3.5792 1.1888 -0.05 -0.06 0.03
C 5.9316 2.3650 -0.5714 -0.03 -0.08 0.01
C 0.9042 -4.3477 1.8798 0.04 0.00 0.00
C -2.7460 -4.4597 -0.2212 0.03 -0.03 0.00
C 1.4487 -2.9866 1.4497 0.09 0.08 -0.05
C -1.0462 -2.7057 -0.1138 0.12 -0.11 0.11
C 0.4424 -2.8965 -2.8278 0.03 0.04 0.00
C -2.0384 -0.1687 -2.5329 0.20 -0.11 -0.09
C 1.0688 -1.9571 2.5198 -0.04 0.00 0.01
C -3.4154 -2.1787 -0.0510 0.00 -0.02 0.01
C 3.7265 2.9659 0.3142 0.01 -0.15 -0.02
C -1.1287 0.4134 -3.6191 0.01 -0.02 0.00
C 4.2050 4.2874 0.5074 0.00 0.01 0.02
C -2.0839 -1.7591 -0.0407 0.05 -0.08 -0.03
C -1.7709 2.5479 0.1003 -0.73 0.11 -0.09
C 2.3915 2.5755 0.6357 -0.11 0.50 0.18
C 2.9779 -3.0407 1.3663 0.03 0.06 0.03
C -1.9343 0.4019 1.2514 -0.52 -0.08 0.04
C 6.3700 3.6922 -0.3893 -0.02 0.05 0.01
C -1.8481 1.7933 1.2660 -0.47 0.07 0.19
C -3.5489 4.2481 0.0505 0.01 0.01 0.03
C -1.3022 4.8199 -0.9396 0.01 0.01 0.05
C 2.0639 4.9051 1.4292 0.05 0.01 -0.02
C 1.6740 -4.6654 -1.5660 -0.01 0.02 -0.02
C -1.4263 0.2025 3.7321 0.01 -0.01 0.00
C 4.6553 2.0401 -0.2210 0.05 0.07 -0.02
C -3.5099 -0.0001 -2.9292 0.01 -0.03 0.01
C -3.7550 -3.5157 -0.1410 -0.03 0.04 0.01
C -3.7544 -0.1239 2.8589 0.02 -0.03 -0.01
C -2.0333 4.0340 0.1470 0.27 0.14 -0.01
C -1.4246 -4.0504 -0.2009 -0.02 -0.02 0.02
C -1.8183 0.4650 -1.1776 -0.63 0.13 0.04
C 3.3319 5.2528 1.0771 -0.03 -0.01 -0.02
C -1.7339 1.8598 -1.1081 -0.43 -0.07 -0.25
C -2.2624 -0.3049 2.5505 0.13 -0.03 0.09
C 2.7506 -2.4835 -2.0486 0.03 0.03 0.04
H -1.1202 -0.2434 -4.4888 -0.02 0.01 -0.01
H -3.6742 -0.4103 -3.9258 -0.02 0.00 0.00
H -1.4159 5.8886 -0.7611 0.00 0.00 0.00
H -0.3807 0.3799 3.4694 -0.01 -0.03 0.01
H 1.3909 -4.6307 2.8165 0.01 -0.01 0.00
H 3.6965 6.2621 1.2241 0.00 0.00 0.03
H -0.1692 -4.3199 2.0627 -0.01 0.00 0.00
H 1.4011 5.6336 1.8810 -0.01 0.01 0.00
H -1.7023 4.3956 1.1256 0.04 0.00 -0.03
H -4.7946 -3.8145 -0.1494 -0.01 0.00 -0.01
H -4.3854 -0.5607 2.0863 0.00 0.00 0.00
H -0.2339 4.5961 -0.9530 0.01 0.01 0.00
H -1.7774 2.4174 -2.0344 0.15 0.06 -0.01
H -1.4414 -0.5270 4.5416 -0.02 0.01 0.01
H -4.1745 -0.5147 -2.2355 0.00 0.00 0.00
H -3.9316 3.8512 -0.8924 0.00 0.02 -0.01
H -1.8313 1.1333 4.1326 0.03 0.02 -0.02
H -4.0792 3.7536 0.8657 0.00 0.00 0.00
H 0.5837 3.3757 1.4992 -0.02 0.00 -0.03
H 0.7618 -5.2488 -1.4748 -0.05 -0.01 0.01
H 3.3698 -3.2935 2.3542 0.01 -0.01 0.00
H 6.5997 1.6186 -0.9774 0.01 0.00 -0.01
H -3.7756 5.3132 0.0892 -0.02 0.00 0.00
H 2.1618 -4.9957 -2.4865 0.02 0.00 0.00
H -2.0816 -1.3722 2.4113 0.04 0.02 0.01
H -0.0927 0.5273 -3.2853 0.00 -0.03 -0.01
H 1.1151 -5.1326 1.1551 0.00 -0.01 -0.01
H -3.7857 1.0565 -2.9448 0.01 0.00 -0.03
H -1.9884 2.3121 2.2078 0.19 0.03 0.03
H 3.0811 -2.8569 -3.0203 0.02 -0.01 0.00
H -1.4797 1.3892 -3.9584 0.02 0.02 0.02
H 0.8312 -3.3772 -3.7284 0.01 0.03 -0.01
H -3.9961 -0.6035 3.8076 -0.01 0.00 0.00
H 7.3793 3.9580 -0.6727 0.01 0.00 0.02
H -4.0021 0.9363 2.9417 0.00 0.00 0.02
H 0.3571 -1.8283 -3.0406 -0.02 -0.01 0.02
H 1.4940 -0.9699 2.3010 0.03 -0.03 0.02
H 3.5407 -2.6983 -1.3279 -0.02 0.01 -0.01
H -0.0142 -1.8733 2.6217 0.00 0.02 -0.02
H 3.4077 -2.0772 1.0846 -0.02 -0.02 -0.01
H -1.8373 -1.2371 -2.4439 0.03 0.02 -0.01
H 3.3348 -3.7971 0.6700 0.00 -0.01 0.00
H -2.9823 -5.5126 -0.2975 0.00 -0.01 0.01
H -4.1957 -1.4300 0.0092 0.00 -0.01 -0.03
H 1.4668 -2.2652 3.4897 0.00 0.00 0.00
H 2.3358 -4.9219 -0.7417 0.00 0.00 0.00
H -1.7201 4.6167 -1.9275 0.02 -0.01 -0.01
H 2.6497 -1.3995 -2.1210 -0.04 -0.07 -0.07
H 5.8690 5.6436 0.3005 0.00 0.01 -0.02
H -0.5528 -3.2968 -2.6397 -0.01 -0.04 0.01
H -0.6638 -4.8098 -0.2540 0.05 -0.03 0.02
```
Positions in Å, forces in eV/Å.

LUMO energy in eV: -2.9
E_HOMO in eV: -9.90
Multiplicity: 1
Orbital gap in hartree: 0.2562
Charge: +1

Löwdin atomic charges, in units of e: number 1, Sr, carries 1.36; number 2, Br, carries 0.83; number 3, P, carries 1.14; number 4, C, carries -0.68; number 5, C, carries -0.18; number 6, C, carries -0.03; number 7, C, carries -0.22; number 8, C, carries -0.13; number 9, C, carries -0.08; number 10, C, carries -0.05; number 11, C, carries -0.69; number 12, C, carries -0.27; number 13, C, carries -0.09; number 14, C, carries -0.36; number 15, C, carries -0.11; number 16, C, carries -0.03; number 17, C, carries -0.27; number 18, C, carries -0.06; number 19, C, carries -0.17; number 20, C, carries -0.20; number 21, C, carries -0.26; number 22, C, carries -0.29; number 23, C, carries -0.09; number 24, C, carries -0.20; number 25, C, carries -0.07; number 26, C, carries -0.06; number 27, C, carries -0.04; number 28, C, carries -0.05; number 29, C, carries -0.09; number 30, C, carries -0.07; number 31, C, carries -0.06; number 32, C, carries -0.58; number 33, C, carries -0.02; number 34, C, carries -0.04; number 35, C, carries -0.03; number 36, C, carries -0.38; number 37, C, carries -0.10; number 38, C, carries -0.21; number 39, C, carries -0.04; number 40, C, carries -0.05; number 41, C, carries -0.36; number 42, C, carries -0.14; number 43, H, carries 0.09; number 44, H, carries 0.09; number 45, H, carries 0.09; number 46, H, carries 0.07; number 47, H, carries 0.10; number 48, H, carries 0.11; number 49, H, carries 0.08; number 50, H, carries 0.10; number 51, H, carries 0.14; number 52, H, carries 0.12; number 53, H, carries 0.07; number 54, H, carries 0.08; number 55, H, carries 0.13; number 56, H, carries 0.10; number 57, H, carries 0.07; number 58, H, carries 0.09; number 59, H, carries 0.09; number 60, H, carries 0.08; number 61, H, carries 0.05; number 62, H, carries 0.07; number 63, H, carries 0.10; number 64, H, carries 0.10; number 65, H, carries 0.09; number 66, H, carries 0.10; number 67, H, carries 0.12; number 68, H, carries 0.08; number 69, H, carries 0.07; number 70, H, carries 0.09; number 71, H, carries 0.14; number 72, H, carries 0.10; number 73, H, carries 0.08; number 74, H, carries 0.10; number 75, H, carries 0.09; number 76, H, carries 0.11; number 77, H, carries 0.09; number 78, H, carries 0.06; number 79, H, carries 0.07; number 80, H, carries 0.06; number 81, H, carries 0.06; number 82, H, carries 0.03; number 83, H, carries 0.12; number 84, H, carries 0.07; number 85, H, carries 0.12; number 86, H, carries 0.12; number 87, H, carries 0.10; number 88, H, carries 0.07; number 89, H, carries 0.08; number 90, H, carries 0.01; number 91, H, carries 0.11; number 92, H, carries 0.08; number 93, H, carries 0.08

[2]
5 unconnected molecules or ions with the total composition C39H51NO15P. Source: the Open Molecules 2025 dataset; level of theory: ωB97M-V with the def2-TZVPD basis set.

Structure (XYZ):
```
107
Properties=species:S:1:pos:R:3:forces:R:3
P -0.1834 2.0061 -0.4392 0.31 -0.90 -0.12
O -2.3872 -5.9221 4.4751 0.01 -0.15 -0.01
O 3.6556 7.4431 0.1263 -0.17 -0.04 -0.22
O -4.0763 -6.2786 -0.5317 -0.02 0.00 0.00
O -2.2850 0.1183 0.0692 0.14 -0.11 0.17
O 1.7556 -0.0610 -0.7358 -0.02 0.05 -0.01
O 7.4201 -2.7491 -5.2696 0.00 -0.01 0.00
O -0.4929 2.0875 -2.1507 0.08 -0.29 0.06
O -1.5575 -2.7051 10.2981 0.00 -0.02 0.01
O 5.5439 1.5932 -2.8926 -0.10 0.09 0.00
O -5.1195 -2.8368 -0.5869 -0.12 0.01 0.03
O -4.3267 -1.3802 -5.6115 -0.01 -0.01 -0.02
O -0.7029 3.6871 -0.2916 -0.14 -0.04 -0.13
O -3.2522 -3.0606 5.2954 -0.05 0.12 0.02
O 2.5190 3.6155 -4.9949 0.40 0.00 0.14
O 1.4156 2.4907 -0.7978 -0.10 0.45 0.27
N 1.2505 4.9163 1.2876 0.03 0.25 0.17
C -1.1419 4.1472 0.9357 0.16 0.28 -0.21
C 2.0619 -1.4229 -0.8728 0.11 0.32 0.00
C -0.1221 4.9871 1.7557 0.24 -0.30 0.06
C 6.9791 -1.7559 -4.7291 0.00 0.00 0.00
C 5.9497 0.5977 -3.4459 0.06 -0.08 0.04
C -2.0198 1.5075 -0.2216 0.03 -0.38 -0.04
C 2.0174 6.1517 1.2575 -0.28 -0.26 0.14
C 7.1224 0.6644 -4.3593 -0.01 -0.04 -0.03
C 7.5971 -0.4245 -4.9548 0.02 0.00 0.00
C -4.4981 -1.7063 -4.4554 0.02 0.02 0.04
C -2.8576 -2.9883 6.4375 0.06 -0.04 0.04
C 0.3005 3.0120 -2.8231 -0.60 0.92 -0.01
C -1.9859 -4.0406 7.0316 -0.02 0.15 0.09
C -2.7826 -5.9875 3.3286 -0.01 0.07 -0.04
C -3.9004 -1.4958 -2.0844 0.03 -0.05 0.00
C -2.8173 -7.2269 1.2099 0.00 0.01 -0.01
C -2.6842 -0.1678 1.3920 -0.03 -0.22 -0.23
C -2.8102 -1.7428 8.5542 0.01 -0.01 0.01
C 2.9143 6.1942 0.0510 0.35 0.61 -0.13
C -3.2335 -1.8344 7.2978 0.01 -0.02 0.00
C 0.3432 0.1384 -0.5410 0.43 0.68 0.02
C 5.8077 -1.8216 -3.8220 -0.01 -0.01 0.00
C 3.8622 5.0329 0.0051 0.06 -0.20 -0.12
C -5.5327 -2.7180 -4.1028 0.01 0.02 0.01
C -4.9337 -2.4989 -1.7387 0.08 0.02 -0.05
C -4.0784 -5.0367 1.4770 -0.04 0.00 0.03
C 1.5543 3.2381 -1.9664 0.46 -0.46 0.22
C -2.0678 -1.4698 1.8751 0.24 0.25 -0.22
C 3.4687 -1.7062 -0.3479 -0.22 -0.25 -0.08
C -3.6568 -4.9432 2.7371 0.04 -0.18 -0.08
C -3.6942 -6.1822 0.6151 0.02 0.00 0.02
C -3.6986 -1.1273 -3.3481 -0.04 -0.02 -0.06
C 0.4121 2.6366 -4.3038 0.01 -0.25 0.00
C -1.9422 -2.7900 9.1506 -0.01 0.02 -0.01
C 5.3218 -0.7345 -3.2283 0.02 0.07 -0.12
C -2.3963 -7.1360 2.4665 0.00 0.02 0.00
C 1.7848 2.3941 -4.8560 0.07 0.18 0.01
C -5.7361 -3.0868 -2.8427 -0.01 0.00 0.03
C -1.5665 -3.9391 8.2909 0.00 -0.01 -0.02
H -2.0132 4.7845 0.7616 -0.23 0.07 0.00
H -6.4790 -3.8217 -2.5594 0.02 -0.01 0.03
H 3.8309 7.7330 -0.7783 0.00 -0.13 0.29
H -2.9478 -0.3954 -3.6214 0.00 0.00 0.00
H -0.4362 6.0250 1.7874 -0.04 0.27 -0.17
H -0.2177 3.9750 -2.7934 -0.19 0.12 -0.03
H 4.0453 -2.3282 -1.0281 0.10 -0.11 -0.12
H 1.9703 -1.7041 -1.9292 -0.10 -0.19 -0.09
H -0.1577 1.7198 -4.4422 -0.14 -0.17 0.04
H -2.4946 1.7179 -1.1715 -0.09 0.06 -0.26
H -1.8816 -2.1027 1.0147 -0.15 -0.30 -0.13
H 1.6482 4.3073 -1.7615 -0.03 0.11 0.13
H -0.9326 -4.6864 8.7513 0.01 0.01 0.02
H 0.1238 1.9559 0.9744 -0.05 0.22 0.00
H -2.5359 2.1009 0.5224 -0.05 0.23 0.21
H -3.9213 -4.1139 3.3752 0.05 0.01 0.08
H 4.0024 -0.7805 -0.1813 0.10 0.27 0.04
H -0.1999 -0.3782 -1.3319 -0.18 -0.14 -0.09
H -6.0995 -3.1285 -4.9292 0.02 0.02 -0.02
H 1.3464 7.0027 1.2031 -0.17 0.16 0.07
H 4.3937 4.9598 0.9493 0.20 0.01 0.19
H 5.3730 -2.8027 -3.6768 0.01 -0.01 -0.02
H -0.1906 4.6232 2.7827 -0.04 0.07 0.30
H 2.3106 1.7300 -4.1853 0.29 -0.40 0.13
H 4.5871 5.1757 -0.7892 0.19 -0.03 -0.17
H -0.0738 3.3906 -4.9142 -0.09 0.22 -0.16
H -3.8642 -1.0839 6.8384 0.01 -0.02 -0.03
H -3.0697 -0.9126 9.1988 0.02 -0.01 0.02
H 2.2844 6.2203 -0.8333 -0.13 -0.11 -0.23
H -4.7097 -4.2842 1.0228 0.03 -0.02 -0.06
H 2.6503 6.2823 2.1389 0.10 0.13 0.26
H 4.4615 -0.7694 -2.5740 -0.01 0.12 0.03
H 3.3327 4.1026 -0.1704 -0.14 -0.17 0.01
H -2.3854 0.6438 2.0494 -0.13 0.24 0.17
H 1.7119 1.9244 -5.8365 0.05 -0.08 -0.14
H -3.3238 -1.0851 -1.2605 0.03 0.09 0.01
H 0.1281 -0.3071 0.4285 -0.37 -0.22 0.11
H -1.4817 3.3357 1.5787 0.03 -0.27 0.14
H -2.5486 -8.0522 0.5623 -0.01 0.02 -0.03
H -1.1052 -1.2905 2.3387 0.23 -0.01 0.16
H -1.7249 -4.8707 6.3920 -0.05 0.00 -0.10
H 7.5590 1.6449 -4.5015 -0.03 0.02 0.02
H -2.7195 -1.9698 2.5827 -0.07 -0.15 0.15
H -3.7712 -0.2886 1.4114 -0.23 0.25 0.09
H 1.7535 4.2155 1.8114 -0.01 -0.19 -0.29
H -1.7576 -7.8819 2.9230 0.00 0.02 0.03
H 2.4937 2.9154 -2.4182 0.11 -0.08 -0.29
H 3.3972 -2.2518 0.5859 0.17 0.04 0.30
H 1.3522 -2.0098 -0.2902 -0.22 -0.26 -0.07
H 3.3200 3.5325 -4.4596 -0.28 0.13 -0.15
H 8.4495 -0.4007 -5.6220 0.00 -0.03 -0.01
```
Positions in Å, forces in eV/Å.

LUMO energy in eV: -0.1
E_HOMO in eV: -4.95
Multiplicity: 1
Orbital gap in hartree: 0.1792
Charge: -1

Here are the Löwdin charges for atoms 1 to 99, given in e: number 1, P, carries 0.63; number 2, O, carries 0.08; number 3, O, carries -0.07; number 4, O, carries 0.10; number 5, O, carries -0.26; number 6, O, carries -0.20; number 7, O, carries 0.09; number 8, O, carries -0.24; number 9, O, carries 0.10; number 10, O, carries 0.12; number 11, O, carries 0.08; number 12, O, carries 0.09; number 13, O, carries -0.28; number 14, O, carries 0.10; number 15, O, carries -0.08; number 16, O, carries -0.27; number 17, N, carries -0.04; number 18, C, carries -0.31; number 19, C, carries -0.31; number 20, C, carries -0.19; number 21, C, carries -0.39; number 22, C, carries -0.38; number 23, C, carries -0.22; number 24, C, carries -0.20; number 25, C, carries 0.02; number 26, C, carries 0.01; number 27, C, carries -0.39; number 28, C, carries -0.36; number 29, C, carries -0.36; number 30, C, carries 0.03; number 31, C, carries -0.36; number 32, C, carries 0.05; number 33, C, carries 0.02; number 34, C, carries -0.28; number 35, C, carries 0.02; number 36, C, carries -0.43; number 37, C, carries 0.02; number 38, C, carries -0.23; number 39, C, carries 0.02; number 40, C, carries -0.05; number 41, C, carries 0.01; number 42, C, carries -0.36; number 43, C, carries 0.03; number 44, C, carries -0.21; number 45, C, carries -0.07; number 46, C, carries -0.08; number 47, C, carries 0.03; number 48, C, carries -0.38; number 49, C, carries 0.04; number 50, C, carries -0.12; number 51, C, carries -0.39; number 52, C, carries 0.04; number 53, C, carries 0.02; number 54, C, carries -0.27; number 55, C, carries 0.02; number 56, C, carries 0.02; number 57, H, carries 0.11; number 58, H, carries 0.12; number 59, H, carries 0.08; number 60, H, carries 0.13; number 61, H, carries 0.09; number 62, H, carries 0.13; number 63, H, carries 0.05; number 64, H, carries 0.11; number 65, H, carries 0.11; number 66, H, carries 0.09; number 67, H, carries 0.07; number 68, H, carries 0.10; number 69, H, carries 0.12; number 70, H, carries 0.06; number 71, H, carries 0.06; number 72, H, carries 0.09; number 73, H, carries 0.07; number 74, H, carries 0.09; number 75, H, carries 0.12; number 76, H, carries 0.11; number 77, H, carries 0.08; number 78, H, carries 0.12; number 79, H, carries 0.10; number 80, H, carries 0.11; number 81, H, carries 0.08; number 82, H, carries 0.11; number 83, H, carries 0.12; number 84, H, carries 0.12; number 85, H, carries 0.13; number 86, H, carries 0.10; number 87, H, carries 0.12; number 88, H, carries 0.10; number 89, H, carries 0.06; number 90, H, carries 0.11; number 91, H, carries 0.11; number 92, H, carries 0.10; number 93, H, carries 0.07; number 94, H, carries 0.07; number 95, H, carries 0.12; number 96, H, carries 0.07; number 97, H, carries 0.10; number 98, H, carries 0.12; number 99, H, carries 0.05